[1]
The following is a quantum chemistry calculation of a single C25H25N5O3 molecule, from OMol25.

XYZ file:
```
58
Properties=species:S:1:pos:R:3:nbo_charge:R:1
C -7.306 -2.978 0.338 -0.346
C -6.388 -2.989 -0.608 -0.220
C -5.818 -1.749 -1.228 -0.115
O -4.388 -1.722 -1.105 -0.500
C -3.905 -1.312 0.060 0.843
O -4.552 -0.993 1.014 -0.568
C -2.363 -1.295 0.003 -0.462
C -1.858 -2.025 1.140 0.299
N -1.496 -2.640 2.031 -0.292
C -1.964 0.173 -0.007 0.193
N -2.862 0.957 -0.528 -0.361
C -2.712 2.296 -0.422 0.055
C -3.645 3.168 -1.006 -0.169
C -3.534 4.516 -0.789 -0.224
C -2.503 5.029 0.014 -0.191
C -1.576 4.201 0.588 -0.229
C -1.650 2.814 0.363 0.216
N -0.698 1.995 0.848 -0.476
C -0.781 0.698 0.618 0.370
N 0.220 -0.102 1.090 -0.420
C 1.198 0.495 1.976 -0.210
C 2.379 1.090 1.202 -0.234
N 2.970 0.039 0.404 -0.447
C 4.304 0.147 0.010 0.103
C 4.991 1.356 0.040 -0.240
C 6.336 1.434 -0.283 -0.224
C 7.019 0.296 -0.656 -0.221
C 6.358 -0.923 -0.696 -0.301
C 5.019 -1.016 -0.359 0.343
O 4.317 -2.196 -0.343 -0.521
C 5.009 -3.393 -0.589 -0.250
C 2.009 -0.522 -0.518 -0.217
C 0.831 -1.121 0.262 -0.216
H -7.691 -3.889 0.765 0.202
H -7.710 -2.057 0.724 0.197
H -5.971 -3.916 -0.979 0.202
H -6.001 -1.730 -2.306 0.203
H -6.233 -0.855 -0.755 0.207
H -2.059 -1.792 -0.926 0.276
H -4.435 2.750 -1.610 0.222
H -4.246 5.196 -1.231 0.216
H -2.443 6.096 0.173 0.216
H -0.770 4.582 1.195 0.223
H 0.706 1.271 2.562 0.234
H 1.559 -0.299 2.635 0.207
H 3.117 1.462 1.913 0.216
H 2.011 1.926 0.587 0.186
H 4.466 2.259 0.310 0.215
H 6.840 2.388 -0.249 0.212
H 8.066 0.342 -0.915 0.212
H 6.911 -1.805 -0.979 0.216
H 5.827 -3.540 0.124 0.179
H 5.406 -3.432 -1.609 0.174
H 4.274 -4.187 -0.460 0.200
H 2.483 -1.301 -1.110 0.233
H 1.622 0.260 -1.197 0.165
H 0.115 -1.537 -0.443 0.197
H 1.194 -1.919 0.915 0.221
```

Results
- SMILES = C=CCOC(=O)[C@H](C#N)c1nc2ccccc2nc1N1CCN(c2ccccc2OC)CC1
- ΔE to the lowest compared entry with this formula, charge and spin (kJ/mol) = 321.36
- HOMO-LUMO gap (Ha) = 0.277
- LUMO (eV) = -0.145
- E_tot (a.u.) = -1467.126143
- highest occupied orbital energy (eV) = -7.69

[2]
The following is a quantum chemistry calculation of a molecular structure, C30H25BN12O5STi at a distorted geometry, from OMol25.

XYZ file:
```
75
Properties=species:S:1:pos:R:3:lowdin_spin:R:1
Ti -0.486 -0.021 -0.406 0.916
C 3.019 -1.402 -3.633 0.002
C 3.249 -0.251 -2.857 0.000
N 2.793 -0.378 -1.621 0.002
N 2.224 -1.630 -1.576 0.005
C 2.388 -2.257 -2.775 0.000
B 1.963 -2.336 -0.229 0.001
N 2.050 -1.223 0.877 0.007
C 2.905 -0.970 1.866 0.000
C 2.662 0.300 2.379 0.000
C 1.605 0.768 1.629 0.002
N 1.219 -0.158 0.729 0.011
N 0.461 -2.862 -0.199 0.006
C -0.021 -4.086 -0.002 -0.001
C -1.392 -4.093 -0.251 0.000
C -1.682 -2.800 -0.615 0.003
N -0.570 -2.037 -0.570 0.008
N 2.913 -3.504 -0.014 0.000
C 4.213 -3.539 0.403 0.000
C 4.734 -4.758 0.082 0.000
C 3.679 -5.424 -0.570 0.000
N 2.595 -4.673 -0.645 0.000
H 3.240 -1.554 -4.680 0.000
H 3.725 0.672 -3.158 0.000
H 2.032 -3.266 -2.923 0.000
H 3.635 -1.693 2.177 0.000
H 3.190 0.799 3.174 0.000
H 1.083 1.709 1.709 0.000
H 0.635 -4.896 0.264 0.000
H -2.062 -4.934 -0.198 0.000
H -2.627 -2.368 -0.911 0.000
H 4.710 -2.696 0.845 0.000
H 5.733 -5.116 0.270 0.000
H 3.670 -6.416 -0.999 0.000
O -6.036 -0.752 3.875 0.000
N -6.277 -0.033 2.928 0.000
O -7.317 0.536 2.722 0.000
C -5.192 0.145 1.913 -0.002
C -5.581 0.592 0.714 0.001
C -4.638 0.762 -0.350 0.000
C -5.015 1.227 -1.627 0.014
C -4.056 1.375 -2.586 -0.002
C -2.733 1.033 -2.285 0.015
N -2.352 0.577 -1.097 0.004
C -3.305 0.468 -0.123 0.008
C -2.888 0.007 1.182 0.000
N -1.555 -0.244 1.336 -0.003
C -1.124 -0.717 2.495 0.001
C -1.976 -0.912 3.578 0.001
C -3.307 -0.631 3.451 0.000
C -3.813 -0.170 2.212 0.001
H -6.627 0.817 0.551 0.000
H -6.054 1.459 -1.831 0.001
H -4.292 1.732 -3.579 0.000
H -1.963 1.113 -3.042 0.001
H -0.072 -0.949 2.568 0.000
H -1.573 -1.281 4.511 0.000
H -3.974 -0.773 4.286 0.000
N 0.552 1.524 -1.571 -0.005
C 0.460 1.160 -2.993 0.001
C 0.041 -0.126 -3.279 0.002
C 0.089 -0.608 -4.571 0.000
C 0.553 0.223 -5.584 0.000
C 0.901 1.543 -5.302 0.000
C 0.861 2.018 -3.996 0.000
S 0.846 -0.481 -7.204 0.000
O -0.082 -1.600 -7.257 0.000
O 2.248 -0.863 -7.100 0.000
O 0.570 0.606 -8.122 0.000
H 1.496 1.188 -1.289 0.000
H 0.561 2.531 -1.451 0.000
H -0.314 -0.791 -2.491 0.001
H -0.207 -1.621 -4.823 0.000
H 1.234 2.177 -6.115 0.000
H 1.178 3.031 -3.761 0.000
```

Results
- net charge = +1
- ΔE to the lowest compared entry with this formula, charge and spin (kJ/mol) = 315.68
- HOMO-LUMO gap (spin up / spin down) (Ha) = 0.154 / 0.155
- LUMO (spin up / spin down) (eV) = -5.441 / -5.420
- 2S+1 = 2
- E_tot (a.u.) = -3463.836816
- highest occupied orbital energy (spin up / spin down) (eV) = -9.63 / -9.63

[3]
The following is a quantum chemistry calculation of 2 unconnected molecules or ions with the total composition C37H30N3O2 at a distorted geometry, from OMol25.

XYZ file:
```
72
Properties=species:S:1:pos:R:3:mulliken_charge:R:1
C -5.578 1.186 -2.307 -0.373
C -4.625 0.034 -2.644 -0.821
C -3.271 0.632 -2.459 0.862
C -3.451 1.991 -2.103 0.089
O -4.748 2.359 -1.935 -0.513
C -2.354 2.816 -1.806 -1.601
C -1.102 2.258 -1.809 -0.861
C -0.879 0.875 -2.108 0.850
C 0.399 0.256 -2.047 -0.516
C 1.661 0.845 -2.323 1.090
C 2.827 0.041 -2.180 -0.489
C 4.071 0.589 -2.388 0.672
C 4.202 1.965 -2.709 0.205
O 5.481 2.423 -2.680 -0.499
C 6.349 1.257 -2.358 -0.394
C 5.444 0.026 -2.245 -0.411
C 3.072 2.762 -2.945 -1.237
C 1.835 2.189 -2.807 -0.639
C -2.011 0.076 -2.440 -0.382
H -6.198 1.487 -3.163 0.363
H -6.244 0.963 -1.463 0.259
H -4.769 -0.831 -1.984 0.217
H -4.781 -0.312 -3.674 0.400
H -2.521 3.865 -1.590 0.431
H -0.251 2.876 -1.539 0.814
H 0.414 -0.819 -1.840 0.254
H 2.721 -1.011 -1.919 0.409
H 7.099 1.173 -3.155 0.302
H 6.876 1.494 -1.423 0.301
H 5.565 -0.492 -1.289 -0.016
H 5.669 -0.697 -3.042 0.352
H 3.207 3.787 -3.273 0.473
H 0.954 2.759 -3.093 0.877
H -1.867 -0.970 -2.707 0.484
C 5.342 0.562 1.446 -0.528
C 4.401 1.586 1.636 -0.795
C 3.031 1.303 1.632 -0.266
C 2.633 -0.040 1.504 0.471
N 1.292 -0.387 1.571 1.051
C 0.233 0.410 1.390 -1.173
N -0.823 -0.387 1.739 0.498
C -2.175 0.034 1.652 0.002
C -2.472 1.377 1.870 -0.249
C -3.780 1.837 1.685 -0.731
C -4.773 0.958 1.233 -0.470
C -4.462 -0.380 0.990 -1.141
C -3.168 -0.855 1.240 0.185
C -0.333 -1.656 2.139 0.130
C -1.067 -2.736 2.783 0.294
C -0.643 -4.065 2.555 -0.491
C -1.328 -5.120 3.150 -0.565
C -2.421 -4.879 3.997 -0.432
C -2.789 -3.557 4.286 -0.700
C -2.124 -2.488 3.691 -0.061
N 0.965 -1.674 1.957 -0.773
C 3.554 -1.081 1.415 -0.407
C 4.916 -0.769 1.313 -0.723
H 6.404 0.801 1.418 0.512
H 4.741 2.610 1.787 0.384
H 2.273 2.068 1.774 0.475
H -1.678 2.054 2.191 0.405
H -4.023 2.884 1.878 0.432
H -5.788 1.328 1.063 0.510
H -5.224 -1.061 0.611 0.556
H -2.920 -1.912 1.101 0.587
H 0.207 -4.239 1.896 0.414
H -1.017 -6.143 2.938 0.375
H -2.962 -5.718 4.438 0.390
H -3.617 -3.375 4.969 0.394
H -2.412 -1.468 3.929 0.511
H 3.178 -2.102 1.434 0.490
H 5.632 -1.571 1.146 0.484
```

Results
- net charge = +1
- HOMO-LUMO gap (Ha) = 0.219
- LUMO (eV) = -4.679
- E_tot (a.u.) = -1742.419120
- highest occupied orbital energy (eV) = -10.65

[4]
The following is a quantum chemistry calculation of a molecular structure, C47H45FN2O15SSi2 at a distorted geometry, from OMol25.

XYZ file:
```
113
Properties=species:S:1:pos:R:3:mulliken_charge:R:1
C 6.263 4.798 -3.318 -1.015
C 7.763 4.307 -3.187 -0.351
C 7.897 3.551 -1.841 0.506
O 7.858 4.163 -0.821 -0.508
O 8.032 2.161 -1.801 -0.410
C 7.079 1.674 -0.824 -0.468
C 6.676 0.170 -1.121 -0.834
Si 7.009 -1.019 0.308 0.124
C 8.739 -0.789 1.083 -0.454
C 8.811 -1.844 2.221 -0.095
N 9.732 -2.715 2.304 -0.720
C 7.000 -2.809 -0.393 -1.002
C 6.745 -2.884 -1.944 -0.320
C 6.260 -4.355 -2.264 -0.427
F 4.859 -4.391 -2.441 -0.315
O 5.885 -1.001 1.595 -0.393
Si 4.558 0.025 1.431 0.797
N 5.054 1.637 2.099 -0.192
C 5.854 1.487 2.970 0.343
S 7.112 1.262 3.929 -0.293
H 6.287 5.751 -3.885 0.320
H 5.814 4.977 -2.320 0.312
H 5.657 4.081 -3.916 0.259
H 8.050 3.637 -4.020 0.302
H 8.397 5.216 -3.124 0.307
H 7.388 1.820 0.231 0.189
H 6.144 2.267 -0.971 0.405
H 5.660 0.099 -1.569 0.512
H 7.368 -0.141 -1.949 0.504
H 9.556 -1.081 0.380 0.381
H 8.891 0.234 1.496 0.435
H 8.024 -1.817 3.013 0.276
H 9.549 -3.293 3.133 0.293
H 7.988 -3.283 -0.172 0.485
H 6.236 -3.405 0.153 0.475
H 5.913 -2.228 -2.266 0.225
H 7.681 -2.755 -2.528 0.305
H 6.493 -5.066 -1.445 0.282
H 6.740 -4.716 -3.197 0.272
H 4.101 0.226 0.059 -0.161
H 3.403 -0.414 2.221 -0.364
C 0.158 -2.236 4.039 -0.376
C 0.940 -1.629 3.151 -0.047
C 0.949 -2.038 1.727 0.587
O 1.665 -1.486 0.914 -0.543
C 0.053 -3.148 1.331 -0.412
C -0.729 -3.756 2.219 -0.414
C -0.738 -3.346 3.643 0.219
O -1.454 -3.898 4.454 -0.592
H 0.139 -1.950 5.083 0.498
H 1.599 -0.815 3.425 0.215
H 0.072 -3.434 0.287 0.468
H -1.390 -4.569 1.947 0.441
C -5.525 -0.227 3.192 -0.340
C -4.424 -0.416 2.468 -0.157
C -3.084 -0.415 3.094 0.379
O -2.079 -0.585 2.431 -0.463
C -3.012 -0.199 4.558 -0.299
C -4.112 -0.011 5.283 -0.421
C -5.455 -0.011 4.656 0.254
O -6.458 0.159 5.317 -0.561
H -6.513 -0.224 2.750 0.470
H -4.458 -0.575 1.398 0.292
H -2.022 -0.203 4.998 0.426
H -4.079 0.149 6.353 0.423
C -5.737 1.081 -2.807 -0.363
C -5.226 0.860 -4.016 -0.266
C -3.900 0.221 -4.184 0.316
O -3.431 0.020 -5.285 -0.565
C -3.166 -0.164 -2.954 -0.516
C -3.678 0.057 -1.746 -0.332
C -5.004 0.697 -1.579 0.539
O -5.474 0.898 -0.478 -0.576
H -6.702 1.546 -2.665 0.393
H -5.748 1.133 -4.923 0.403
H -2.199 -0.631 -3.096 0.458
H -3.155 -0.217 -0.837 0.518
C -11.430 1.638 -2.838 -0.460
C -10.242 1.038 -2.866 -0.109
C -9.410 1.040 -4.091 0.231
O -8.325 0.489 -4.116 -0.420
C -9.946 1.735 -5.283 -0.379
C -11.134 2.335 -5.256 -0.394
C -11.968 2.335 -4.031 0.285
O -13.049 2.883 -4.005 -0.538
H -12.053 1.647 -1.953 0.418
H -9.833 0.525 -2.004 0.474
H -9.322 1.725 -6.168 0.420
H -11.542 2.847 -6.118 0.408
C 1.433 4.258 5.258 -0.389
C 2.009 5.305 5.842 -0.434
C 3.483 5.395 5.981 0.342
O 4.008 6.348 6.515 -0.546
C 4.288 4.273 5.442 -0.221
C 3.711 3.226 4.858 -0.049
C 2.239 3.137 4.720 0.232
O 1.712 2.181 4.185 -0.463
H 0.359 4.175 5.149 0.430
H 1.436 6.133 6.241 0.400
H 5.362 4.355 5.551 0.443
H 4.282 2.400 4.460 0.202
C -7.748 -3.149 -4.257 -0.235
C -7.444 -2.386 -3.209 -0.068
C -6.942 -2.979 -1.948 0.135
O -6.666 -2.282 -0.991 -0.511
C -6.789 -4.452 -1.897 -0.427
C -7.092 -5.215 -2.945 -0.414
C -7.595 -4.622 -4.208 0.202
O -7.870 -5.317 -5.164 -0.551
H -8.116 -2.734 -5.187 0.476
H -7.549 -1.309 -3.229 0.618
H -6.420 -4.866 -0.967 0.439
H -6.988 -6.292 -2.926 0.413
```

Results
- HOMO-LUMO gap (Ha) = 0.283
- LUMO (eV) = -2.077
- E_tot (a.u.) = -4133.001525
- highest occupied orbital energy (eV) = -9.78